Entry from the OMol25 dataset: 2 unconnected molecules or ions with the total composition C4H8O2 (wB97M-V/def2-TZVPD).

Values from the calculation:
Energy relative to the best compared isomer or geometry (same formula, charge and spin), eV: 3.944
HOMO, hartree: -0.3287
Total charge: 0
Frontier orbital gap, eV: 9.51
E, a.u.: -307.56751

Each line ends with the Löwdin charge.
Cartesian coordinates (Å):
C -1.76292 1.86628 0.34730  0.01
C -2.31354 0.82890 -0.37877  -0.29
O -1.53688 -0.07682 -1.03836  -0.05
H -2.09326 2.86771 0.14182  0.04
H -0.65390 1.84976 0.59745  0.06
H -3.39556 0.65527 -0.39756  0.10
H -1.78949 -0.98190 -0.57735  0.17
C 1.66713 -1.64193 1.30740  -0.02
C 2.25964 -1.01302 0.21199  -0.25
O 1.79962 0.14755 -0.39754  -0.05
H 1.91682 -2.74738 1.41542  0.06
H 0.86458 -1.21382 1.86305  0.02
H 3.08660 -1.50661 -0.37459  0.12
H 0.86043 0.26972 -0.10858  0.07

Force components x, y, z for each atom (eV/Å):
1.5 -1.5 -2.1
0.6 2.3 1.4
-0.8 -3.3 2.7
-1.1 0.3 1.2
-1.3 -0.2 -0.7
0.2 0.3 -0.6
0.9 2.1 -1.9
2.2 -0.6 -3.2
-1.5 -1.4 1.0
-0.3 -0.9 1.2
-0.1 1.8 0.3
-0.5 0.2 0.2
-1.0 0.8 0.8
1.1 0.0 -0.4

---

Entry from the OMol25 dataset: 2 unconnected molecules or ions with the total composition C2H8O2 (wB97M-V/def2-TZVPD).

Values from the calculation:
Energy relative to the best compared isomer or geometry (same formula, charge and spin), eV: 1.728
HOMO, hartree: -0.3718
Total charge: 0
Frontier orbital gap, eV: 10.88
E, a.u.: -231.39883

Each line ends with the Löwdin charge.
Cartesian coordinates (Å):
C -0.83647 1.98498 0.54058  -0.21
O 0.53496 1.92111 0.61780  -0.16
H -1.48013 1.62998 1.37522  0.08
H -1.01584 3.04538 0.39561  0.07
H -0.95166 1.31888 -0.46787  0.13
H 0.90668 2.34848 1.43885  0.11
C 0.35413 -1.34575 -0.82093  -0.13
O -0.02271 -2.67998 -0.46906  -0.14
H 0.41643 -0.69445 -0.02127  0.04
H -0.34003 -0.98240 -1.44699  0.04
H 1.28800 -1.52678 -1.27907  0.08
H -0.02744 -2.90353 0.49767  0.10

Force components x, y, z for each atom (eV/Å):
-0.9 -0.8 -2.7
2.9 -0.2 2.4
0.7 -0.2 -0.4
-1.2 0.1 -0.5
-0.9 1.8 2.4
-0.8 -0.6 -1.3
1.5 -3.2 1.5
-0.8 -1.0 1.5
0.4 1.2 1.8
-2.4 1.2 -2.6
1.2 0.8 -0.8
0.1 0.9 -1.5

---

Entry from the OMol25 dataset: a molecular structure, C34H84AlF3N6O12 (wB97M-V/def2-TZVPD).

Values from the calculation:
Energy relative to the best compared isomer or geometry (same formula, charge and spin), eV: 4.998
HOMO, hartree: -0.2763
Total charge: 0
Frontier orbital gap, eV: 4.19
E, a.u.: -3118.78911

Each line ends with the Löwdin charge.
Cartesian coordinates (Å):
Al -0.11928 -0.24796 1.48183  1.31
O 0.47964 -1.21461 -1.40620  -0.31
C 1.53706 -0.43057 -2.04169  -0.29
C 1.98494 0.97052 -1.50739  -0.30
O 1.70949 1.40664 -0.17301  -0.27
H 1.37274 -0.46951 -3.11852  0.09
H 2.48952 -0.93517 -2.20387  0.08
H 1.58957 1.76712 -2.13763  0.10
H 3.05989 1.07342 -1.65562  0.09
C -3.62438 0.58008 3.91432  -0.43
O -4.33632 -0.01744 2.87849  -0.14
O -2.31939 0.14750 3.64673  -0.20
C -3.87675 2.10654 3.86540  -0.54
F -3.36832 2.69296 2.74234  0.12
F -5.17315 2.39393 3.93380  0.14
F -3.35062 2.73997 4.93933  0.12
C -5.69649 -0.46790 3.10087  -0.23
C -6.17684 -0.99243 1.75710  -0.06
H -6.01866 -0.32778 0.90780  0.07
H -5.72669 -1.97398 1.60872  0.07
H -7.26154 -1.04108 1.85291  0.08
H -6.34756 0.33312 3.45097  0.11
H -5.79901 -1.22580 3.87752  0.12
H -3.88536 0.27372 4.92730  0.15
C 2.09947 -4.72736 -3.54820  -0.07
C 0.63623 -4.33377 -3.80915  -0.44
C -0.19676 -5.37560 -4.73734  -0.19
O -1.52837 -4.98243 -4.89687  -0.19
C -1.80435 -4.07730 -5.99783  -0.07
N -0.10239 -3.93405 -2.66633  0.06
H 2.71793 -4.01052 -3.00806  0.07
H 2.63616 -5.10954 -4.41655  0.07
H 2.12852 -5.63287 -2.94215  0.07
H 0.73636 -3.44679 -4.43474  0.11
H -0.15697 -6.35500 -4.26061  0.12
H 0.41535 -5.52201 -5.62727  0.11
H -2.87073 -3.85603 -6.04210  0.09
H -1.46707 -4.48727 -6.94981  0.08
H -1.23950 -3.15494 -5.86260  0.06
H -1.04569 -3.79317 -2.99865  0.05
H 0.22095 -3.00089 -2.45478  0.02
C -1.72296 1.03006 -3.51319  -0.06
C -2.52010 -0.16557 -4.05355  -0.40
C -2.99458 -0.17153 -5.54328  -0.18
O -1.82927 -0.08533 -6.37549  -0.21
C -2.15589 -0.28761 -7.78149  -0.07
N -1.72395 -1.32553 -3.79006  0.05
H -2.30465 1.95172 -3.49630  0.07
H -0.83497 1.26534 -4.09989  0.08
H -1.30743 1.01218 -2.50566  0.07
H -3.38593 -0.29177 -3.40352  0.11
H -3.63648 0.66599 -5.81647  0.11
H -3.69150 -0.98634 -5.73939  0.12
H -2.32980 -1.36211 -7.83891  0.08
H -1.31011 0.00233 -8.40495  0.09
H -3.05814 0.25994 -8.05400  0.08
H -1.15386 -1.66543 -4.55135  0.05
H -1.06667 -1.05386 -3.07293  0.02
C 2.29892 -4.77684 1.26642  -0.08
C 1.90732 -3.43227 1.69207  -0.42
C 3.09715 -2.41312 1.65831  -0.19
O 2.68828 -1.21183 2.23973  -0.24
C 3.77243 -0.24529 2.13607  -0.07
N 0.84445 -3.02299 0.78334  0.07
H 2.68002 -4.67062 0.25075  0.09
H 1.45334 -5.46389 1.23403  0.09
H 3.12119 -5.20700 1.83819  0.09
H 1.51100 -3.54415 2.70129  0.13
H 3.46620 -2.30986 0.63790  0.13
H 3.92940 -2.82438 2.22955  0.13
H 3.49828 0.70206 2.60027  0.08
H 4.15836 -0.15657 1.12054  0.09
H 4.62087 -0.50000 2.77118  0.09
H 0.35116 -3.89037 0.62703  0.07
H 1.16471 -2.78454 -0.14438  0.05
C 5.43797 3.24092 1.07265  -0.04
C 4.77965 4.15808 0.03194  -0.46
C 5.09511 3.94879 -1.41836  -0.20
O 6.49054 3.96550 -1.74928  -0.18
C 6.69559 3.85059 -3.15332  -0.11
N 3.38275 4.06589 0.29564  0.06
H 5.15644 2.19738 0.93172  0.06
H 5.06437 3.45789 2.07338  0.07
H 6.50754 3.44395 1.01882  0.08
H 5.12897 5.14967 0.31974  0.14
H 4.63892 4.78175 -1.95329  0.13
H 4.63821 3.01350 -1.74177  0.12
H 6.06698 3.03384 -3.50811  0.08
H 7.75298 3.67852 -3.35434  0.09
H 6.43359 4.72650 -3.74683  0.08
H 3.03223 3.15179 0.04732  0.04
H 2.97559 4.60214 -0.45719  0.08
C 0.24689 6.82644 3.48503  -0.13
O 0.17122 5.52911 2.94908  -0.21
C 1.42965 4.82261 3.01544  -0.17
C 1.14301 3.36494 2.43765  -0.14
N -0.09294 2.71557 3.04904  -0.03
C 0.04509 2.47720 4.39853  -0.24
C 1.18914 1.48740 4.73690  -0.18
O 1.01531 0.13356 4.27888  -0.24
C 1.68277 -0.80353 5.09597  -0.10
H 0.33019 6.85183 4.57154  0.08
H -0.68043 7.38694 3.36666  0.08
H 1.05957 7.39926 3.03835  0.09
H 1.77883 4.82108 4.04799  0.11
H 2.13609 5.32896 2.35767  0.10
H 2.01819 2.72255 2.53515  0.08
H 1.03663 3.41835 1.35418  0.08
H -0.81056 3.41670 2.93270  0.10
H -0.86540 2.00693 4.76996  0.11
H 0.18739 3.43638 4.89636  0.12
H 1.25862 1.56839 5.82167  0.12
H 2.15606 1.88711 4.43131  0.11
H 2.74429 -0.56327 5.03649  0.09
H 1.50958 -1.81185 4.71995  0.07
H 1.35346 -0.72228 6.13184  0.10
C -2.17437 2.89807 -0.29721  -0.09
O -2.26117 1.51370 0.04446  -0.23
C -3.44614 0.88588 -0.43088  -0.20
C -3.19140 -0.60881 -0.51882  -0.19
N -2.85595 -1.22961 0.75828  -0.03
C -2.74647 -2.66249 0.72620  -0.17
C -2.64888 -3.22635 2.20770  -0.17
O -1.43720 -2.74032 2.74728  -0.26
C -1.15822 -3.26563 4.01771  -0.09
H -2.78402 3.51215 0.36561  0.08
H -2.44278 3.09448 -1.33522  0.07
H -1.16323 3.29258 -0.19690  0.09
H -3.64569 1.09834 -1.48118  0.10
H -4.30749 1.17896 0.16936  0.12
H -2.43883 -0.86458 -1.26469  0.10
H -4.09373 -1.07568 -0.91369  0.12
H -3.51957 -0.92183 1.45467  0.07
H -1.93058 -2.96147 0.06816  0.11
H -3.61552 -3.07811 0.21622  0.11
H -2.65188 -4.31629 2.19645  0.12
H -3.54074 -2.90443 2.74533  0.11
H -0.40453 -2.66644 4.52860  0.07
H -0.65800 -4.21126 3.80876  0.09
H -2.06210 -3.29051 4.62639  0.10

Force components x, y, z for each atom (eV/Å):
-0.7 0.1 -1.3
2.3 2.3 -0.3
-1.5 -2.9 0.2
-0.7 2.4 2.1
-0.4 -1.8 -0.9
-1.2 1.4 -0.4
0.5 -1.0 1.6
-0.7 -0.1 -0.4
0.4 -0.7 0.1
3.9 -0.9 -1.3
-2.9 -0.6 0.0
-0.6 1.4 1.2
1.1 0.1 -0.2
-0.4 -0.3 0.8
-0.9 0.1 -0.4
0.5 -0.1 -0.2
0.4 1.0 -0.7
-0.6 0.0 0.8
0.5 0.1 0.2
-0.2 0.0 -0.5
-0.1 -0.6 -0.2
0.1 0.4 -0.2
0.5 -0.4 0.0
-0.6 -0.3 0.3
-0.4 -1.7 0.5
0.4 -0.3 -2.6
2.0 0.8 1.8
-0.6 0.3 -1.1
0.9 -0.3 0.7
-0.3 -0.4 0.9
-0.3 0.4 -0.2
-0.1 0.7 -0.5
-0.2 -0.1 0.6
0.0 0.3 -0.7
-0.5 0.0 0.3
-0.4 0.4 -0.7
0.1 -0.2 0.3
-0.1 -0.3 -0.1
-0.1 0.2 0.0
-0.5 0.0 0.2
-0.1 0.4 0.7
-0.1 1.7 -0.9
0.1 0.3 -0.1
0.7 1.3 0.6
-0.6 -0.2 -0.7
0.2 -0.5 1.7
0.6 -1.5 0.3
-0.3 0.2 -0.3
-0.1 -0.2 -0.5
-0.4 -1.0 0.3
-0.6 0.3 -0.3
0.0 0.7 0.5
0.6 -0.9 0.0
-0.2 -0.1 -0.7
-0.1 0.0 0.2
0.0 0.1 -0.1
-0.2 0.4 -0.4
0.3 -0.5 0.4
1.7 -1.3 -0.9
0.5 1.5 0.1
-1.0 -1.7 0.5
0.8 1.5 -0.4
-0.2 -0.2 0.9
-0.5 0.7 0.8
0.0 -0.4 -0.3
0.1 0.0 0.2
-0.1 -0.2 0.3
-0.1 0.7 0.2
-0.2 0.3 -0.4
0.2 -0.2 0.2
-0.7 0.1 -0.7
-0.4 0.2 -0.1
0.2 -0.9 0.1
-1.0 0.2 -0.1
0.3 0.6 -0.3
0.4 0.2 -0.6
1.4 -0.4 2.1
0.9 0.1 -0.6
-0.3 0.2 0.1
-0.2 -0.3 0.4
-1.2 0.8 -1.0
0.4 -0.2 -0.4
0.0 0.5 -0.1
0.1 -0.7 0.2
-0.1 0.3 -0.2
-0.4 0.0 -0.3
-0.1 -0.3 -0.2
0.2 -0.3 -0.3
-0.1 -0.3 0.3
-0.3 0.4 0.3
0.0 -0.9 0.4
-0.8 0.6 0.0
-0.2 0.4 0.3
0.2 -0.2 0.1
-1.2 -0.9 -0.9
-0.6 0.8 0.6
1.6 0.7 -4.0
0.4 -1.8 2.0
-0.2 0.7 0.6
-0.9 1.0 -0.3
0.3 0.5 -0.2
0.6 -0.4 0.3
-0.2 -0.3 -0.7
0.1 0.1 0.0
0.2 -0.1 0.1
0.3 -0.1 0.1
-0.1 0.1 0.3
-0.4 0.2 0.1
-0.5 -0.2 -0.4
-0.2 0.1 0.0
0.4 -0.1 0.8
-0.2 -0.7 0.4
0.2 -0.2 -0.5
0.3 -0.4 0.2
0.0 0.2 -0.1
-0.1 0.0 0.1
0.0 0.2 0.2
0.2 0.5 -0.5
1.0 -0.6 -0.3
-0.2 -0.6 0.6
1.4 0.8 -0.4
-0.2 -0.7 0.9
0.6 0.7 -2.2
-0.4 0.8 -0.2
0.6 0.0 -0.3
-0.3 -0.1 0.0
-0.3 -0.2 -0.1
0.3 -0.6 0.2
0.0 0.8 -0.1
-0.1 -0.2 0.2
0.4 0.3 0.1
-0.6 -0.1 -0.1
0.2 0.3 0.6
0.4 0.0 0.4
-0.6 -0.4 0.2
0.1 -0.2 -0.1
0.1 0.3 0.4
-0.3 0.4 -0.1
-0.4 -0.7 0.7
0.1 -0.4 0.2

---

The lowest E belongs to which entry? C34H84AlF3N6O12

---

Number 1 is which compound? C4H8O2